## A
This record from the OMol25 dataset describes the molecule C5H9N3O. The level of theory is ωB97M-V/def2-TZVPD.

The geometry in XYZ format:
```
18
C5H9N3O (ωB97M-V/def2-TZVPD)
C -1.75 -1.45 0.29
C -0.26 -1.24 0.18
O 0.53 -2.17 0.09
C 0.28 0.15 0.74
N 1.73 0.05 1.00
C -0.04 1.21 -0.30
N 0.94 2.19 -0.46
C -0.27 0.18 -1.76
N -0.33 0.13 -2.92
H -1.97 -1.88 1.27
H -2.06 -2.14 -0.50
H -2.30 -0.52 0.18
H -0.26 0.36 1.67
H 2.11 -0.67 0.38
H 1.88 -0.33 1.94
H -1.04 1.63 -0.22
H 0.92 2.68 -1.35
H 1.87 1.81 -0.22
```

Its structure (SMILES) is CC(=O)[C@@H](N)[C@@H](N)C#N. Its spin multiplicity is 1. Its frontier orbital gap is 10.059 eV. Its total charge is 0.

## B
This record from the OMol25 dataset describes the molecule C5H9N3O. The level of theory is ωB97M-V/def2-TZVPD.

The geometry in XYZ format:
```
18
C5H9N3O (ωB97M-V/def2-TZVPD)
H -1.01 -1.80 -0.59
N -0.07 -1.50 -0.34
C 0.06 -0.27 -0.23
C 1.90 0.16 -0.09
C 2.79 -1.05 0.08
O 2.34 1.27 -0.17
N -0.51 0.84 0.17
N -0.29 2.09 -0.37
C -2.28 0.43 0.00
C -3.00 -0.43 0.70
H 3.84 -0.77 0.15
H 2.45 -1.59 0.96
H 2.65 -1.70 -0.78
H 0.10 2.69 0.35
H 0.35 2.08 -1.16
H -2.68 1.15 -0.70
H -2.56 -1.21 1.31
H -4.08 -0.39 0.69
```

Its structure (SMILES) is [H]/N=C(/C(C)=O)N(N)C=C. Its spin multiplicity is 1. Its frontier orbital gap is 8.939 eV. Its total charge is 0.

## C
This record from the OMol25 dataset describes the molecule C5H9N3O. The level of theory is ωB97M-V/def2-TZVPD.

The geometry in XYZ format:
```
18
C5H9N3O (ωB97M-V/def2-TZVPD)
C -2.67 1.06 -0.38
C -1.42 0.35 0.13
C -0.04 0.98 0.27
C 0.79 -0.09 -0.36
N 2.20 -0.02 -0.55
O 3.12 0.44 0.53
N 0.25 -1.24 -0.54
N -1.11 -1.09 -0.36
C -1.47 -0.91 1.01
H -3.04 1.88 0.37
H -3.68 0.47 -0.60
H -2.24 1.44 -1.27
H 0.10 1.85 -0.45
H 0.34 1.45 1.21
H 2.32 -1.14 -0.59
H 3.72 1.16 0.11
H -0.64 -1.07 1.61
H -2.34 -1.42 1.44
```

Its structure (SMILES) is C[C@]12CC(NO)=NN1C2. Its spin multiplicity is 1. Its frontier orbital gap is 9.274 eV. Its total charge is 0.

Stability, lowest: C

## A
This record from the OMol25 dataset describes the molecule C2H4N4O2. The level of theory is ωB97M-V/def2-TZVPD.

The geometry in XYZ format:
```
12
C2H4N4O2 (ωB97M-V/def2-TZVPD)
N -2.49 -0.04 -0.03
N -1.51 -1.03 -0.03
C -0.20 -0.62 0.06
N 0.80 -1.35 0.00
N 2.05 -0.63 0.29
O 1.69 0.75 -0.25
C 0.33 0.85 0.01
O -0.32 1.92 0.09
H -2.62 0.43 1.02
H -2.20 0.99 -0.67
H -1.63 -1.91 -0.64
H 2.63 -0.88 -0.42
```

Its structure (SMILES) is NNc1n[nH]oc1=O. Its spin multiplicity is 1. Its frontier orbital gap is 9.772 eV. Its total charge is 0.

## B
This record from the OMol25 dataset describes a cluster of 3 separate species, C2H4N4O2 in total. The level of theory is ωB97M-V/def2-TZVPD.

The geometry in XYZ format:
```
12
C2H4N4O2 (ωB97M-V/def2-TZVPD)
C 0.13 0.03 0.76
C 0.09 0.33 -1.43
H 0.65 -2.21 1.99
H 0.03 -0.58 3.58
H -0.89 0.55 -3.08
H -0.99 2.07 -2.39
N 0.72 -0.81 2.62
N 0.48 0.39 1.93
N -0.49 -0.69 -1.24
N 0.02 1.04 -2.63
O -0.37 -1.01 0.13
O 0.62 0.88 -0.24
```

Its spin multiplicity is 1. Its frontier orbital gap is 7.523 eV. Its total charge is 0.

Stability, lowest: B

## A
This record from the OMol25 dataset describes the ion C8H13N2O2 with charge +1. The level of theory is ωB97M-V/def2-TZVPD.

The geometry in XYZ format:
```
25
C8H13N2O2 (ωB97M-V/def2-TZVPD)
C 1.29 0.06 -0.11
C 2.77 0.97 0.57
C 2.24 -1.03 0.01
C -0.91 1.15 -0.92
C -0.73 -1.33 -0.40
C -2.09 1.32 0.11
C -1.98 -1.21 0.49
C -0.03 -0.01 -0.54
N 3.30 -0.47 0.96
N -2.78 -0.04 0.09
O 2.56 -1.92 -0.71
O 3.55 1.49 -0.38
H -1.31 1.02 -1.87
H -0.47 2.07 -0.94
H 0.03 -2.04 0.22
H -1.06 -1.67 -1.43
H -1.62 1.43 1.01
H -2.57 2.19 -0.32
H -2.51 -2.05 0.39
H -1.76 -0.92 1.46
H 3.35 -0.48 1.99
H 4.31 -0.53 0.78
H -3.68 -0.10 0.60
H -3.22 -0.33 -0.84
H 3.33 2.45 -0.20
```

Its spin multiplicity is 1. Its frontier orbital gap (spin up / spin down) is 7.059 / 7.058 eV. Its total charge is +1.

## B
This record from the OMol25 dataset describes the ion C8H13N2O2 with charge +1. The level of theory is ωB97M-V/def2-TZVPD.

The geometry in XYZ format:
```
25
C8H13N2O2 (ωB97M-V/def2-TZVPD)
C 4.19 -0.99 0.09
N 2.88 -0.34 -0.06
O 1.89 -1.23 0.05
C 0.70 -0.56 0.05
C 0.78 0.77 0.07
C 2.61 0.98 0.00
O 3.23 1.98 0.01
C -0.23 1.81 -0.04
C -1.42 1.25 0.75
N -2.32 0.40 -0.13
C -1.62 -0.63 -0.88
C -0.59 -1.39 -0.06
H 4.80 -0.32 -0.51
H 4.55 -0.82 1.09
H 4.11 -1.97 -0.29
H 0.21 2.80 0.26
H -0.68 1.89 -1.07
H -0.98 0.72 1.57
H -2.11 2.00 1.18
H -3.04 -0.03 0.66
H -2.86 1.15 -0.79
H -1.12 -0.07 -1.68
H -2.19 -1.41 -1.34
H -0.47 -2.48 -0.30
H -0.96 -1.56 0.95
```

Its structure (SMILES) is Cn1oc2c(c1=O)CC[NH2+]CC2. Its spin multiplicity is 1. Its frontier orbital gap is 8.347 eV. Its total charge is +1.

Stability, lowest: A